# 1
This record from the Open Molecules 2025 dataset describes the molecule C19H23N3O4S at a distorted geometry. The level of theory is ωB97M-V with the def2-TZVPD basis set.

Element x y z (Å)
C -3.510 -3.976 0.614
O -3.450 -2.767 -0.108
C -3.028 -1.647 0.526
C -2.642 -1.586 1.864
C -2.215 -0.382 2.400
C -2.176 0.752 1.614
S -1.478 2.255 2.283
O -1.953 3.378 1.531
O -1.635 2.260 3.707
N 0.158 2.110 1.966
C 0.798 1.021 2.674
C 2.316 1.108 2.534
C 2.732 1.173 1.061
C 2.436 -0.135 0.327
O 1.807 -1.062 0.791
N 2.974 -0.182 -0.915
C 2.660 -1.244 -1.851
C 1.611 -0.782 -2.830
C 0.298 -0.591 -2.412
C -0.622 -0.100 -3.324
N -0.321 0.194 -4.577
C 0.923 0.004 -4.977
C 1.927 -0.473 -4.147
C 1.990 2.340 0.393
C 0.484 2.158 0.561
C -2.566 0.706 0.286
C -2.997 -0.486 -0.255
H -4.210 -3.909 1.452
H -2.523 -4.271 0.984
H -3.867 -4.722 -0.094
H -2.666 -2.461 2.492
H -1.927 -0.307 3.436
H 0.502 1.115 3.719
H 0.460 0.050 2.289
H 2.676 2.004 3.040
H 2.760 0.231 3.006
H 3.813 1.348 1.000
H 3.440 0.631 -1.286
H 3.572 -1.549 -2.372
H 2.282 -2.078 -1.254
H 0.004 -0.827 -1.400
H -1.652 0.069 -3.039
H 1.126 0.253 -6.010
H 2.932 -0.605 -4.520
H 2.227 2.413 -0.670
H 2.288 3.271 0.878
H -0.062 3.003 0.140
H 0.165 1.237 0.047
H -2.543 1.614 -0.296
H -3.320 -0.556 -1.281

Computed properties:
Frontier orbital gap in eV: 9.53
Relative energy (zero: lowest compared OMol25 entry of this formula, charge and spin) in kJ/mol: 223.2
E in eV: -43572.01340

Which charges does Löwdin predict for the atoms? In e, they are:
1 C -0.08
2 O -0.07
3 C -0.27
4 C 0.00
5 C -0.05
6 C -0.28
7 S 0.67
8 O -0.28
9 O -0.28
10 N -0.22
11 C -0.20
12 C -0.11
13 C -0.23
14 C -0.47
15 O 0.07
16 N 0.08
17 C -0.12
18 C -0.20
19 C -0.01
20 C -0.14
21 N 0.06
22 C -0.15
23 C -0.02
24 C -0.12
25 C -0.20
26 C -0.06
27 C 0.00
28 H 0.10
29 H 0.10
30 H 0.09
31 H 0.11
32 H 0.12
33 H 0.12
34 H 0.11
35 H 0.12
36 H 0.12
37 H 0.15
38 H 0.14
39 H 0.12
40 H 0.13
41 H 0.10
42 H 0.09
43 H 0.10
44 H 0.11
45 H 0.11
46 H 0.13
47 H 0.12
48 H 0.11
49 H 0.12
50 H 0.12

# 2
This record from the Open Molecules 2025 dataset describes the molecule C19H23N3O4S2. The level of theory is ωB97M-V with the def2-TZVPD basis set.

Element x y z (Å)
C -4.268 -2.331 -1.414
S -5.544 -1.442 -0.475
C -4.484 -0.688 0.802
C -3.798 0.573 0.289
C -2.622 0.961 1.188
N -1.581 -0.065 1.223
C -0.922 -0.564 0.152
O -1.266 -0.348 -1.006
C 0.251 -1.418 0.464
C 0.599 -2.409 -0.451
C 1.706 -3.206 -0.230
C 2.485 -3.010 0.898
C 2.161 -2.010 1.800
C 1.050 -1.214 1.587
C -1.920 2.275 0.790
O -1.661 3.128 1.613
N -1.579 2.344 -0.513
C -0.495 3.212 -0.941
C 0.784 2.427 -0.780
C 1.169 1.518 -1.761
C 2.249 0.679 -1.549
C 2.936 0.756 -0.354
S 4.358 -0.294 -0.099
N 5.626 0.597 -0.725
O 4.613 -0.420 1.303
O 4.247 -1.462 -0.915
C 2.573 1.653 0.630
C 1.488 2.487 0.418
H -3.903 -3.166 -0.821
H -3.454 -1.658 -1.665
H -4.741 -2.697 -2.319
H -5.134 -0.473 1.649
H -3.754 -1.444 1.092
H -3.444 0.396 -0.725
H -4.510 1.398 0.260
H -2.980 1.086 2.215
H -1.204 -0.280 2.132
H -0.016 -2.539 -1.329
H 1.968 -3.972 -0.942
H 3.357 -3.622 1.066
H 2.785 -1.840 2.662
H 0.836 -0.412 2.280
H -1.669 1.487 -1.055
H -0.664 3.499 -1.981
H -0.502 4.097 -0.302
H 0.610 1.454 -2.682
H 2.553 -0.054 -2.279
H 5.828 1.440 -0.217
H 5.582 0.730 -1.721
H 3.131 1.666 1.553
H 1.171 3.176 1.187

Computed properties:
Frontier orbital gap in eV: 8.83
Relative energy (zero: lowest compared OMol25 entry of this formula, charge and spin) in kJ/mol: 58.7
E in eV: -54408.37136

Which charges does Löwdin predict for the atoms? In e, they are:
1 C -0.40
2 S 0.79
3 C -0.49
4 C -0.22
5 C -0.20
6 N 0.14
7 C -0.42
8 O 0.02
9 C -0.14
10 C -0.01
11 C -0.07
12 C -0.08
13 C -0.09
14 C -0.04
15 C -0.45
16 O 0.07
17 N 0.10
18 C -0.11
19 C -0.19
20 C -0.02
21 C -0.05
22 C -0.30
23 S 0.60
24 N -0.06
25 O -0.29
26 O -0.29
27 C -0.06
28 C -0.01
29 H 0.03
30 H 0.02
31 H 0.03
32 H 0.07
33 H 0.07
34 H 0.08
35 H 0.13
36 H 0.16
37 H 0.14
38 H 0.12
39 H 0.11
40 H 0.11
41 H 0.11
42 H 0.11
43 H 0.10
44 H 0.13
45 H 0.12
46 H 0.12
47 H 0.12
48 H 0.07
49 H 0.07
50 H 0.12
51 H 0.12

# 3
This record from the Open Molecules 2025 dataset describes the molecule C19H23N3O5 at a distorted geometry. The level of theory is ωB97M-V with the def2-TZVPD basis set.

Element x y z (Å)
C -1.996 -0.933 -2.427
O -1.602 -1.611 -1.259
C -0.294 -1.512 -0.860
C 0.645 -0.743 -1.533
C 1.970 -0.686 -1.127
C 2.369 -1.400 -0.004
C 1.439 -2.160 0.681
C 0.115 -2.241 0.275
O -0.668 -3.080 1.015
C -2.029 -2.763 1.216
C 3.776 -1.197 0.481
N 4.152 0.203 0.352
C 3.476 1.076 1.287
C 1.947 1.173 1.222
O 1.226 0.693 2.073
N 1.478 1.909 0.174
C 0.151 2.273 -0.145
O -0.047 2.938 -1.139
N -0.781 1.866 0.726
C -2.133 2.385 0.675
C -3.166 1.362 0.331
C -3.958 1.226 -0.771
C -4.799 0.114 -0.521
C -4.456 -0.340 0.713
O -3.472 0.408 1.238
C 4.174 0.600 -1.041
C 2.975 0.119 -1.904
H -3.055 -1.156 -2.547
H -1.864 0.149 -2.331
H -1.446 -1.295 -3.302
H 0.354 -0.172 -2.401
H 1.726 -2.712 1.562
H -2.142 -1.729 1.550
H -2.367 -3.438 2.002
H -2.625 -2.920 0.315
H 3.874 -1.497 1.526
H 4.486 -1.779 -0.115
H 3.719 0.720 2.292
H 3.890 2.083 1.167
H 2.144 2.262 -0.500
H -0.485 1.284 1.504
H -2.148 3.165 -0.090
H -2.373 2.823 1.652
H -3.945 1.842 -1.646
H -5.553 -0.284 -1.168
H -4.820 -1.156 1.305
H 4.271 1.687 -1.087
H 5.096 0.180 -1.457
H 3.360 -0.514 -2.709
H 2.473 0.963 -2.383

Computed properties:
Frontier orbital gap in eV: 8.64
Relative energy (zero: lowest compared OMol25 entry of this formula, charge and spin) in kJ/mol: 338.0
E in eV: -34783.79530

Which charges does Löwdin predict for the atoms? In e, they are:
1 C -0.08
2 O -0.10
3 C -0.18
4 C 0.03
5 C -0.20
6 C -0.18
7 C 0.05
8 C -0.19
9 O -0.07
10 C -0.07
11 C -0.11
12 N -0.16
13 C -0.09
14 C -0.42
15 O 0.08
16 N 0.19
17 C -0.53
18 O 0.07
19 N 0.12
20 C -0.08
21 C -0.26
22 C -0.04
23 C -0.07
24 C -0.13
25 O 0.04
26 C -0.17
27 C -0.10
28 H 0.09
29 H 0.09
30 H 0.10
31 H 0.12
32 H 0.13
33 H 0.08
34 H 0.10
35 H 0.09
36 H 0.13
37 H 0.13
38 H 0.13
39 H 0.13
40 H 0.14
41 H 0.12
42 H 0.13
43 H 0.14
44 H 0.12
45 H 0.10
46 H 0.12
47 H 0.11
48 H 0.12
49 H 0.12
50 H 0.11

# 4
This record from the Open Molecules 2025 dataset describes the molecule C19H23N3O6. The level of theory is ωB97M-V with the def2-TZVPD basis set.

Element x y z (Å)
C -0.496 3.749 3.230
C 0.536 2.804 2.632
O -0.061 1.604 2.132
C -0.690 1.695 0.958
O -0.831 2.729 0.348
C -1.232 0.414 0.463
C -1.148 -0.797 1.050
C -0.449 -1.094 2.352
O 0.950 -1.073 2.076
C 1.773 -0.429 2.910
O 1.490 -0.071 4.018
C 3.132 -0.223 2.236
N 3.086 -0.586 0.842
C 2.338 0.200 0.003
O 2.150 1.377 0.242
C 1.781 -0.460 -1.204
C 1.519 -1.828 -1.273
C 0.893 -2.364 -2.379
C 0.498 -1.556 -3.441
C -0.222 -2.162 -4.603
C 0.760 -0.193 -3.371
C 1.388 0.349 -2.267
N -1.661 -1.900 0.401
C -1.932 -1.929 -0.966
O -2.093 -2.981 -1.545
N -1.961 -0.721 -1.553
C -1.976 0.544 -0.847
C -3.414 1.019 -0.599
H -1.181 4.091 2.459
H -1.059 3.245 4.012
H 0.011 4.609 3.658
H 1.074 3.284 1.810
H 1.237 2.460 3.395
H -0.718 -2.091 2.717
H -0.671 -0.349 3.121
H 3.365 0.844 2.310
H 3.902 -0.791 2.760
H 3.113 -1.574 0.644
H 1.763 -2.485 -0.450
H 0.676 -3.421 -2.415
H -1.073 -2.741 -4.244
H -0.572 -1.399 -5.294
H 0.435 -2.843 -5.143
H 0.459 0.452 -4.185
H 1.575 1.410 -2.198
H -1.549 -2.812 0.822
H -2.175 -0.711 -2.537
H -1.460 1.288 -1.463
H -3.392 1.994 -0.123
H -3.938 0.317 0.045
H -3.950 1.101 -1.542

Computed properties:
Frontier orbital gap in eV: 9.37
Relative energy (zero: lowest compared OMol25 entry of this formula, charge and spin) in kJ/mol: 2.8
E in eV: -36834.04547

Which charges does Löwdin predict for the atoms? In e, they are:
1 C -0.05
2 C -0.20
3 O -0.03
4 C -0.45
5 O 0.12
6 C -0.03
7 C -0.13
8 C -0.06
9 O 0.01
10 C -0.47
11 O 0.13
12 C -0.05
13 N 0.07
14 C -0.43
15 O 0.09
16 C -0.13
17 C -0.02
18 C -0.05
19 C -0.29
20 C -0.04
21 C -0.04
22 C -0.01
23 N 0.18
24 C -0.55
25 O 0.06
26 N 0.15
27 C -0.29
28 C -0.02
29 H 0.07
30 H 0.08
31 H 0.08
32 H 0.12
33 H 0.12
34 H 0.14
35 H 0.13
36 H 0.14
37 H 0.14
38 H 0.12
39 H 0.11
40 H 0.12
41 H 0.08
42 H 0.08
43 H 0.09
44 H 0.11
45 H 0.12
46 H 0.15
47 H 0.16
48 H 0.15
49 H 0.08
50 H 0.09
51 H 0.08

# 5
This record from the Open Molecules 2025 dataset describes the molecule C19H23N3OS. The level of theory is ωB97M-V with the def2-TZVPD basis set.

Element x y z (Å)
S -1.315 -0.203 3.447
C -0.223 -0.033 2.211
N 0.671 -1.017 1.934
C 0.940 -2.097 2.866
C 2.009 -1.729 3.842
C 1.949 -1.081 5.041
C 3.287 -0.954 5.488
C 4.059 -1.528 4.528
O 3.298 -1.997 3.523
N -0.210 1.070 1.429
C -1.304 2.021 1.469
C -1.752 2.342 0.051
N -0.696 3.030 -0.680
C -0.861 2.952 -2.128
C -0.608 1.586 -2.693
C -1.575 0.716 -2.982
C -1.404 -0.653 -3.450
C -0.175 -1.315 -3.437
C -0.067 -2.615 -3.891
C -1.182 -3.285 -4.368
C -2.410 -2.645 -4.383
C -2.520 -1.346 -3.925
C 0.623 2.691 -0.186
C 0.735 1.257 0.344
H 1.425 -0.812 1.296
H 0.010 -2.304 3.399
H 1.247 -2.973 2.289
H 1.061 -0.742 5.533
H 3.622 -0.500 6.398
H 5.119 -1.665 4.443
H -2.122 1.568 2.033
H -0.995 2.935 1.987
H -2.629 2.995 0.080
H -2.041 1.399 -0.442
H -1.883 3.271 -2.346
H -0.172 3.678 -2.570
H 0.432 1.311 -2.804
H -2.606 1.039 -2.894
H 0.705 -0.812 -3.064
H 0.893 -3.111 -3.872
H -1.093 -4.301 -4.723
H -3.284 -3.161 -4.750
H -3.481 -0.853 -3.938
H 1.358 2.843 -0.978
H 0.871 3.380 0.631
H 1.759 1.104 0.709
H 0.535 0.543 -0.467

Computed properties:
Frontier orbital gap in eV: 8.42
Relative energy (zero: lowest compared OMol25 entry of this formula, charge and spin) in kJ/mol: 217.7
E in eV: -37428.21704

Which charges does Löwdin predict for the atoms? In e, they are:
1 S 0.68
2 C -0.79
3 N 0.01
4 C -0.15
5 C -0.27
6 C -0.02
7 C -0.06
8 C -0.13
9 O 0.04
10 N -0.11
11 C -0.18
12 C -0.16
13 N -0.16
14 C -0.19
15 C -0.09
16 C -0.07
17 C -0.22
18 C -0.04
19 C -0.09
20 C -0.09
21 C -0.08
22 C -0.04
23 C -0.16
24 C -0.13
25 H 0.12
26 H 0.07
27 H 0.13
28 H 0.10
29 H 0.10
30 H 0.12
31 H 0.05
32 H 0.13
33 H 0.13
34 H 0.12
35 H 0.12
36 H 0.12
37 H 0.10
38 H 0.11
39 H 0.10
40 H 0.10
41 H 0.10
42 H 0.10
43 H 0.11
44 H 0.12
45 H 0.12
46 H 0.13
47 H 0.12

Number 1: highest occupied orbital energy -9.01 eV. Number 2: highest occupied orbital energy -8.48 eV. Number 3: highest occupied orbital energy -7.89 eV. Number 4: highest occupied orbital energy -8.84 eV. Number 5: highest occupied orbital energy -7.93 eV.